1.
Entry from the OMol25 dataset: a molecular structure, C20H12IInN3O4S (wB97M-V/def2-TZVPD).

Last column: natural (NBO) charge in e.
Cartesian coordinates (Å):
In  1.260  -0.868  -0.103  1.73
O  2.890  3.069  -0.612  -0.54
C  2.669  1.883  -0.555  0.64
N  1.838  1.203  0.305  -0.81
C  1.131  1.879  1.272  0.65
O  1.103  3.065  1.502  -0.54
C  0.319  0.956  2.169  0.14
C  -0.524  1.496  3.124  -0.21
C  -1.233  0.634  3.940  -0.14
C  -1.075  -0.737  3.785  -0.24
C  -0.225  -1.198  2.803  0.08
N  0.463  -0.363  2.015  -0.51
C  3.412  0.963  -1.509  0.14
C  4.481  1.457  -2.238  -0.20
C  5.187  0.583  -3.045  -0.14
C  4.805  -0.750  -3.103  -0.24
C  3.718  -1.159  -2.357  0.06
N  3.034  -0.314  -1.582  -0.49
H  -0.597  2.570  3.197  0.26
H  -1.906  1.025  4.693  0.23
H  -1.614  -1.441  4.404  0.23
H  -0.088  -2.254  2.617  0.22
H  4.729  2.503  -2.144  0.26
H  6.034  0.934  -3.620  0.23
H  5.340  -1.464  -3.712  0.23
H  3.376  -2.186  -2.365  0.22
I  -7.536  0.557  -0.696  0.15
C  -5.504  0.088  -0.665  -0.13
C  -5.106  -1.184  -0.276  -0.26
C  -3.753  -1.485  -0.240  -0.14
C  -2.814  -0.529  -0.605  -0.18
C  -3.226  0.736  -1.004  -0.14
C  -4.576  1.054  -1.029  -0.26
C  -1.362  -0.855  -0.531  0.78
O  -0.962  -1.857  0.094  -0.70
O  -0.524  -0.058  -1.088  -0.76
H  -5.840  -1.930  -0.002  0.23
H  -3.413  -2.464  0.072  0.24
H  -2.484  1.469  -1.290  0.24
H  -4.900  2.040  -1.333  0.23
S  1.321  -4.196  -0.163  0.19
C  2.150  -2.872  -0.123  -0.72

Cartesian forces, eV/Å:
In 0.149 0.017 -0.033
O 0.025 0.086 0.036
C -0.119 -0.112 0.088
N 0.009 0.164 0.048
C 0.129 -0.124 -0.099
O -0.011 0.070 -0.029
C 0.129 -0.145 -0.007
C 0.015 0.018 0.027
C -0.040 0.007 0.042
C -0.022 0.022 0.062
C 0.151 0.074 -0.083
N -0.175 -0.006 0.012
C -0.054 -0.136 0.041
C 0.013 0.005 -0.044
C 0.022 0.014 -0.014
C 0.052 0.016 -0.041
C -0.174 0.098 0.039
N 0.003 0.068 -0.117
H -0.004 0.013 0.008
H 0.010 -0.011 -0.014
H 0.008 0.011 -0.003
H -0.008 -0.021 -0.043
H 0.016 0.012 0.008
H -0.012 -0.006 0.006
H -0.010 0.009 -0.003
H 0.001 -0.024 0.023
I -0.022 0.003 -0.006
C -0.030 0.002 0.003
C 0.091 0.012 -0.015
C -0.077 -0.040 0.055
C 0.064 0.010 -0.049
C -0.066 0.063 -0.055
C 0.076 -0.063 0.005
C 0.078 -0.061 -0.166
O -0.175 0.035 -0.060
O 0.105 -0.091 0.190
H 0.003 0.019 0.003
H -0.001 0.020 -0.009
H -0.001 -0.013 0.007
H -0.001 -0.009 0.010
S 0.255 0.009 -0.007
C -0.402 -0.013 0.185

Values from the calculation:
Molar mass: 632.1 Da
Energy above the lowest of the compared OMol25 structures with the same formula, charge and spin: 0.0 kJ/mol
2S+1: 2
Frontier orbital gap (spin up / spin down): 6.644 / 8.697 eV
⟨S²⟩: 0.75
Electronic energy: -57705.3492 eV
Lowest unoccupied orbital energy (spin up / spin down): -0.33 / -0.32 eV

***

2.
Entry from the OMol25 dataset: a molecular structure, C20H14AsIN9Tl (wB97M-V/def2-TZVPD).

Last column: natural (NBO) charge in e.
Cartesian coordinates (Å):
Tl  -0.349  1.234  -4.576  0.74
N  2.618  0.513  -2.436  -0.60
C  1.967  -0.649  -2.634  0.50
N  2.313  -1.590  -3.481  -0.35
N  1.411  -2.620  -3.272  -0.03
N  0.579  -2.351  -2.378  -0.04
N  0.872  -1.085  -1.939  -0.55
C  1.907  1.669  -2.142  0.43
N  2.407  2.866  -2.138  -0.37
N  1.306  3.649  -1.836  -0.07
N  0.271  2.944  -1.642  -0.11
N  0.610  1.617  -1.860  -0.55
H  3.525  0.553  -2.894  0.44
I  -2.341  -0.404  -3.345  -0.68
C  -2.130  -4.174  1.442  -0.18
C  -0.742  -4.081  1.348  -0.19
C  -0.151  -2.958  0.789  -0.19
C  -0.929  -1.958  0.232  -0.39
C  -2.308  -2.102  0.257  -0.13
C  -2.903  -3.183  0.873  -0.23
As  -0.105  -0.364  -0.545  1.88
C  1.222  0.196  0.656  -0.45
C  2.538  -0.240  0.798  -0.18
C  3.379  0.430  1.675  -0.21
C  2.932  1.560  2.348  -0.17
C  1.625  2.046  2.173  -0.20
C  0.759  1.330  1.344  0.07
C  -0.656  1.670  1.145  -0.08
C  -1.360  2.577  1.936  -0.18
C  -2.715  2.795  1.657  -0.17
C  -3.331  2.108  0.610  -0.22
C  -2.655  1.188  -0.146  -0.15
C  -1.321  1.011  0.110  -0.28
H  -2.576  -5.027  1.943  0.22
H  -0.086  -4.859  1.786  0.22
H  0.929  -2.851  0.820  0.22
H  -2.985  -1.355  -0.182  0.22
H  -3.994  -3.256  0.941  0.22
H  2.907  -1.138  0.302  0.22
H  4.361  0.024  1.891  0.22
H  3.610  2.022  3.039  0.22
H  1.293  2.882  2.741  0.22
H  -0.868  2.986  2.784  0.22
H  -3.275  3.494  2.274  0.22
H  -4.415  2.238  0.479  0.22
H  -3.147  0.644  -0.945  0.24

Cartesian forces, eV/Å:
Tl 0.325 0.377 -0.089
N 0.637 0.121 -0.084
C -0.732 -1.309 -0.131
N -0.459 -0.237 0.263
N 1.005 0.026 -0.543
N -0.257 0.480 0.127
N -0.055 0.205 0.106
C 0.182 -0.253 -0.082
N -0.445 0.993 0.020
N 0.941 0.194 0.045
N 0.108 -1.010 -0.313
N -0.502 -0.023 0.206
H -0.406 0.391 0.149
I -0.314 -0.415 0.153
C 0.668 -0.305 -0.119
C 0.418 -0.365 0.699
C 0.454 -0.111 0.052
C -0.060 0.043 -0.534
C -0.745 0.925 -0.455
C -0.667 -0.335 0.357
As -0.961 -0.009 0.669
C 0.908 0.683 0.376
C -0.281 -0.311 0.052
C -0.204 -0.088 0.152
C -0.621 -0.076 -0.289
C 0.790 -1.440 -0.227
C 0.483 0.056 0.327
C -0.143 0.195 -0.225
C -0.873 -0.752 -0.882
C 0.700 -0.010 0.092
C -1.250 0.644 0.968
C 0.094 -0.198 -0.618
C 0.383 -0.346 -0.106
H -0.034 0.093 -0.102
H -0.569 0.524 -0.318
H -0.042 -0.127 -0.117
H 0.580 -0.337 0.141
H 0.431 0.131 -0.157
H -0.178 0.232 -0.080
H 0.001 0.164 -0.164
H 0.093 0.376 0.202
H -0.191 0.592 0.175
H 0.142 0.578 0.483
H 0.017 -0.179 -0.160
H 0.584 0.035 -0.152
H 0.046 0.177 0.135

Values from the calculation:
Molar mass: 786.6 Da
Frontier orbital gap: 7.876 eV
Electronic energy: -108008.5033 eV
Lowest unoccupied orbital energy: -0.85 eV

***

3.
Entry from the OMol25 dataset: a molecular structure, C20H14Br4NO3Pt (wB97M-V/def2-TZVPD).

Last column: natural (NBO) charge in e.
Cartesian coordinates (Å):
Pt  -0.048  0.705  0.634  0.94
Br  2.796  -1.052  6.654  0.06
C  2.564  -0.542  4.850  -0.16
C  3.590  0.068  4.148  -0.18
Br  5.244  0.443  4.986  0.06
C  3.394  0.435  2.808  -0.20
Br  4.756  1.231  1.765  0.06
C  2.187  0.210  2.169  0.30
O  1.959  0.515  0.901  -0.71
C  1.127  -0.406  2.894  0.25
O  -0.013  -0.556  2.266  -0.78
C  1.337  -0.781  4.213  -0.18
Br  -0.117  -1.601  5.098  0.05
C  -2.034  -1.845  -0.213  -0.26
O  -2.375  -0.460  -0.241  -0.72
H  -2.928  -2.472  -0.147  0.15
H  -1.362  -2.071  0.618  0.20
H  -1.520  -2.058  -1.147  0.18
H  -2.765  -0.231  0.612  0.48
N  -0.259  2.176  -0.559  -0.59
C  -0.030  3.413  -0.449  0.14
C  -0.365  4.297  -1.615  0.02
C  0.343  5.470  -1.858  -0.24
C  0.061  6.250  -2.973  -0.21
C  -0.937  5.867  -3.856  -0.23
C  -1.645  4.694  -3.622  -0.22
C  -1.359  3.915  -2.514  -0.21
C  0.505  4.058  0.795  -0.11
C  -0.085  5.223  1.282  -0.21
C  0.336  5.780  2.482  -0.23
C  1.360  5.182  3.204  -0.22
C  1.970  4.036  2.712  -0.23
C  1.548  3.479  1.514  -0.14
H  1.132  5.768  -1.179  0.22
H  0.625  7.158  -3.149  0.20
H  -1.160  6.476  -4.724  0.20
H  -2.422  4.384  -4.310  0.20
H  -1.893  2.993  -2.326  0.23
H  -0.892  5.686  0.726  0.21
H  -0.138  6.681  2.852  0.20
H  1.684  5.611  4.144  0.20
H  2.779  3.566  3.258  0.22
H  2.044  2.601  1.121  0.24

Cartesian forces, eV/Å:
Pt 0.249 0.144 0.370
Br 0.005 0.005 0.026
C -0.082 -0.022 -0.089
C 0.053 0.016 0.027
Br 0.032 -0.013 -0.006
C 0.024 0.038 -0.113
Br 0.027 0.042 0.030
C -0.011 -0.225 0.313
O -0.407 0.486 0.050
C -0.193 0.021 -0.241
O -0.171 -0.604 0.065
C 0.135 -0.064 0.101
Br -0.009 -0.007 -0.002
C 0.158 -0.113 0.056
O 0.078 0.398 0.308
H -0.020 0.047 -0.013
H -0.009 0.012 -0.006
H -0.006 0.020 0.001
H -0.046 -0.081 -0.046
N 0.036 -0.283 -1.114
C 0.049 -0.174 0.267
C -0.120 0.042 0.068
C 0.008 0.005 -0.012
C -0.004 0.002 -0.015
C 0.003 0.006 -0.014
C 0.006 0.001 0.004
C -0.042 0.034 0.002
C 0.235 0.070 -0.097
C -0.056 -0.039 0.077
C 0.004 -0.023 -0.008
C -0.002 0.029 0.028
C -0.015 -0.023 -0.019
C 0.136 0.140 -0.037
H -0.023 0.010 0.022
H 0.008 -0.001 -0.009
H 0.000 0.004 -0.001
H -0.010 0.009 -0.002
H 0.027 -0.019 0.005
H 0.011 0.008 -0.012
H -0.011 -0.003 0.015
H 0.004 0.007 -0.002
H 0.013 0.013 0.003
H -0.063 0.086 0.022

Values from the calculation:
Molar mass: 831.0 Da
Net charge: -1
Energy above the lowest of the compared OMol25 structures with the same formula, charge and spin: 98.9 kJ/mol
Frontier orbital gap: 6.646 eV
Electronic energy: -312016.8347 eV
Lowest unoccupied orbital energy: 2.34 eV

***

4.
Entry from the OMol25 dataset: a molecular structure, C20H14BrCl3GeN5PdS (wB97M-V/def2-TZVPD).

Last column: natural (NBO) charge in e.
Cartesian coordinates (Å):
Pd  -0.254  0.396  -0.227  0.80
C  0.368  1.518  2.352  -0.30
C  1.665  -0.673  1.881  0.26
C  2.838  -1.413  2.128  -0.22
C  3.145  -2.487  1.338  -0.07
C  2.218  -2.917  0.367  -0.03
C  2.362  -4.135  -0.350  -0.07
C  1.368  -4.583  -1.189  -0.20
C  0.191  -3.850  -1.323  -0.09
C  0.018  -2.614  -0.682  -0.24
S  -1.473  -1.807  -0.744  0.15
C  1.088  -2.121  0.146  0.15
N  0.922  -0.936  0.805  -0.45
H  -0.062  2.027  3.222  0.28
H  -1.326  0.496  1.952  0.37
H  1.007  2.255  1.858  0.22
H  3.497  -1.118  2.929  0.27
H  4.062  -3.041  1.498  0.26
H  3.261  -4.720  -0.200  0.25
H  1.479  -5.522  -1.714  0.26
H  -0.627  -4.234  -1.919  0.26
C  -3.846  1.101  -4.118  -0.64
C  -3.148  1.821  -3.003  -0.01
C  -3.424  3.143  -2.667  -0.09
C  -2.724  3.756  -1.648  -0.24
C  -1.759  3.045  -0.952  0.15
Br  -0.815  4.009  0.356  0.18
N  -1.495  1.761  -1.239  -0.49
C  -2.175  1.186  -2.257  0.04
H  -4.690  1.681  -4.483  0.25
H  -4.219  0.131  -3.788  0.24
H  -3.167  0.934  -4.955  0.25
H  -4.180  3.698  -3.208  0.25
H  -2.908  4.787  -1.384  0.27
H  -1.917  0.160  -2.481  0.22
N  -0.759  1.216  1.494  -0.59
C  1.178  0.341  2.839  0.04
C  1.306  0.129  4.168  -0.16
C  1.908  -1.032  4.757  0.22
N  2.374  -1.970  5.227  -0.17
C  0.763  1.064  5.115  0.22
N  0.313  1.805  5.868  -0.16
Cl  1.051  0.142  -2.523  -0.30
Ge  1.573  1.701  -1.087  1.20
Cl  1.620  3.548  -2.031  -0.24
Cl  3.393  1.322  -0.124  -0.28

Cartesian forces, eV/Å:
Pd -0.214 0.252 0.218
C 0.059 0.068 -0.088
C 0.191 -0.066 0.022
C -0.038 0.005 -0.042
C -0.040 0.035 -0.003
C 0.023 0.018 0.037
C -0.012 -0.026 -0.032
C -0.001 0.020 0.007
C -0.046 -0.046 -0.043
C -0.072 0.063 0.017
S 0.104 0.044 -0.030
C 0.014 0.024 0.041
N -0.083 -0.083 -0.064
H 0.003 0.021 -0.023
H 0.040 -0.039 -0.035
H 0.056 -0.014 0.013
H -0.001 -0.002 -0.001
H 0.002 -0.007 -0.003
H -0.003 -0.008 -0.001
H -0.004 -0.001 -0.003
H 0.011 -0.015 -0.005
C -0.019 -0.009 -0.020
C 0.053 -0.013 0.055
C 0.011 -0.011 -0.005
C 0.005 -0.006 0.028
C -0.056 0.069 0.045
Br 0.007 -0.050 -0.005
N 0.098 -0.023 -0.018
C -0.053 0.019 -0.036
H -0.005 -0.006 -0.001
H 0.004 -0.004 -0.007
H -0.001 0.002 -0.002
H -0.004 -0.002 -0.002
H -0.002 0.000 0.001
H 0.003 0.002 -0.010
N -0.109 -0.220 0.064
C -0.092 0.083 0.102
C 0.014 0.057 -0.111
C 0.026 -0.058 0.025
N 0.006 -0.009 0.002
C -0.021 -0.009 0.074
N -0.005 0.036 -0.023
Cl 0.202 -0.118 -0.123
Ge -0.181 -0.064 0.017
Cl -0.023 0.105 -0.146
Cl 0.152 -0.014 0.111

Values from the calculation:
Molar mass: 721.7 Da
Net charge: +2
Energy above the lowest of the compared OMol25 structures with the same formula, charge and spin: 0.0 kJ/mol
2S+1: 2
Frontier orbital gap (spin up / spin down): 6.639 / 6.065 eV
⟨S²⟩: 0.78
Electronic energy: -206843.3947 eV
Lowest unoccupied orbital energy (spin up / spin down): -8.55 / -9.26 eV

***

5.
Entry from the OMol25 dataset: a molecular structure, C20H14Cl2NO8PdS2 (wB97M-V/def2-TZVPD).

Last column: natural (NBO) charge in e.
Cartesian coordinates (Å):
Pd  0.416  -0.670  -0.737  1.18
O  -0.159  -3.633  -3.733  -0.67
C  -0.037  -2.945  -2.737  0.77
O  0.654  -1.882  -2.613  -0.76
C  -0.903  -3.492  -1.557  -0.11
C  -2.130  -4.044  -1.967  -0.16
C  -3.088  -4.426  -1.071  -0.20
C  -2.842  -4.381  0.316  -0.21
C  -1.584  -3.968  0.753  -0.20
C  -0.727  -3.421  -0.199  -0.24
S  0.672  -2.668  0.453  0.28
H  -2.392  -4.101  -2.948  0.22
H  -4.017  -4.840  -1.516  0.21
H  -3.550  -4.767  1.044  0.21
H  -1.225  -3.941  1.806  0.24
Cl  -2.370  5.087  1.978  0.07
C  -1.763  4.067  0.815  0.01
C  -0.676  4.534  0.080  -0.26
C  -0.086  3.703  -0.820  -0.05
Cl  1.313  4.286  -1.690  0.01
C  -0.565  2.355  -0.955  0.49
O  0.033  1.536  -1.670  -0.58
C  -1.792  1.963  -0.304  -0.03
C  -2.289  0.503  -0.271  0.41
O  -1.718  -0.311  -1.057  -0.78
C  -2.384  2.874  0.521  -0.23
H  -0.464  5.581  0.219  0.23
H  -3.398  0.422  -0.217  0.15
H  -3.188  2.645  1.165  0.24
N  2.577  -0.452  -1.338  -0.83
C  3.051  0.392  -0.224  0.15
C  3.028  1.782  -0.315  -0.26
C  3.216  2.527  0.849  -0.17
C  3.405  1.893  2.058  -0.23
C  3.335  0.484  2.146  -0.16
C  3.222  -0.292  0.988  -0.26
H  2.634  -0.154  -2.286  0.41
H  3.002  -1.419  -1.300  0.40
H  2.902  2.268  -1.276  0.23
H  3.277  3.553  0.760  0.20
H  3.619  2.438  2.940  0.21
H  3.583  -0.019  3.087  0.21
H  3.250  -1.386  0.987  0.21
O  -0.316  -0.778  2.641  -1.00
S  -0.709  0.464  2.010  2.58
O  -0.902  1.582  2.955  -1.01
O  0.178  0.920  0.905  -1.06
O  -2.095  0.133  1.325  -0.84

Cartesian forces, eV/Å:
Pd -0.526 0.648 -1.291
O 0.377 -0.147 -0.840
C -0.411 -0.311 0.761
O -0.237 -0.079 0.605
C -1.420 0.454 -1.456
C 0.956 0.531 2.183
C -0.764 -0.645 0.663
C 0.598 -0.496 0.180
C -0.858 0.023 0.358
C 1.277 -0.076 0.523
S 0.492 0.420 0.560
H -0.153 -0.113 -2.728
H 0.483 0.410 0.751
H -0.056 0.134 -0.198
H -0.743 -0.102 -0.839
Cl -0.792 0.948 1.302
C 0.308 -0.156 -1.410
C 0.002 0.247 -0.261
C 0.306 1.109 0.477
Cl -0.634 -0.278 0.000
C 0.133 -1.322 -1.493
O 0.977 0.407 -0.452
C -0.599 0.251 0.869
C -0.216 0.699 0.763
O 0.165 -1.360 -0.010
C 0.300 -0.213 0.388
H 0.722 0.028 -0.095
H 0.359 0.376 -0.152
H -0.967 -0.694 0.329
N 1.471 -1.347 2.127
C -0.875 -0.841 -1.078
C 0.348 -0.652 0.229
C 0.207 -2.113 -0.390
C -0.439 -1.516 -0.321
C 1.181 -0.086 -0.405
C 0.055 1.144 0.196
H 0.021 0.766 -0.586
H -0.755 1.540 -0.038
H -0.118 -0.173 0.168
H 0.010 2.100 -0.006
H 0.001 0.575 0.738
H -0.441 0.295 -0.268
H -0.117 0.399 0.205
O 0.435 -0.155 -0.199
S -0.907 1.148 1.805
O 0.011 -1.096 -1.095
O 0.564 -0.930 0.027
O 0.265 0.249 -0.597

Values from the calculation:
Molar mass: 637.8 Da
Net charge: -1
Energy above the lowest of the compared OMol25 structures with the same formula, charge and spin: 61.7 kJ/mol
2S+1: 5
Frontier orbital gap (spin up / spin down): 7.960 / 6.068 eV
⟨S²⟩: 6.06
Electronic energy: -89031.7170 eV
Lowest unoccupied orbital energy (spin up / spin down): 2.54 / 0.23 eV

***

How do the records compare in F_max? In the order shown, they have 0.44; 1.71; 1.15; 0.40; 2.92 eV Å⁻¹.